(1)
Entry from OMol25: a 2-piece molecular cluster, C9H14 overall in a non-equilibrium geometry (ωB97M-V/def2-TZVPD).

Geometry as XYZ:
```
23
Properties=species:S:1:pos:R:3:forces:R:3:lowdin_charge:R:1
C -1.0286 2.0314 -0.9037 -0.7 0.8 1.6 -0.0524
C 1.4910 1.5439 1.9121 -0.9 1.3 -0.6 -0.0831
C 2.3795 0.6967 1.2902 0.5 0.1 -0.2 -0.1050
C 0.2703 1.9245 1.2852 1.2 0.0 -0.2 -0.0457
C -0.0166 1.4242 0.0336 0.1 -0.7 -1.0 -0.2989
C 2.0007 0.0695 0.1028 -2.1 -0.9 -0.3 -0.0816
C 0.7688 0.3732 -0.4827 0.7 1.3 0.7 -0.0769
H 1.7761 2.1502 2.7623 0.2 -0.3 0.2 0.0973
H 3.4160 0.6650 1.6157 -0.3 -0.5 0.3 0.1013
H -0.2837 2.7944 1.6254 -0.1 -0.3 0.4 0.1076
H 2.4006 -0.8257 -0.3496 1.2 0.3 0.1 0.0973
H -1.5966 1.2767 -1.4364 0.1 0.1 -0.3 0.0738
H -0.5738 2.7911 -1.5342 0.2 -0.4 -0.5 0.0824
H 0.5172 -0.0298 -1.4511 -0.1 -0.3 0.0 0.0992
H -1.7248 2.6443 -0.3040 -0.1 -0.4 -0.2 0.0781
C -1.7461 -2.2889 0.0754 1.3 0.3 0.2 -0.1500
C -0.7967 -2.5713 -1.0727 0.5 -1.2 -1.5 -0.1981
H -1.5004 -1.2796 0.4271 -0.3 -0.1 0.2 0.0504
H -2.7974 -2.3037 -0.1978 0.0 -0.3 0.0 0.0627
H -1.4810 -2.9899 0.8803 -0.6 0.3 -0.1 0.0716
H -1.0465 -2.0698 -2.0171 0.0 0.2 0.3 0.0636
H -0.6870 -3.6306 -1.3760 -0.8 0.1 0.3 0.0648
H 0.2588 -2.3955 -0.8846 0.0 0.7 0.5 0.0414
```
Positions in Å, forces in eV/Å.

The value obtained for the gap between HOMO and LUMO is 10.058 eV. The calculation puts the energy relative to the best compared isomer or geometry (same formula, charge and spin) at 19.4 kcal per mole. As for the structure (SMILES): Cc1ccccc1.CC. The calculated total energy comes out at -351.29920 Ha.

(2)
Entry from OMol25: an isolated ion of composition CHO3PS2 and charge -2 in a non-equilibrium geometry (ωB97M-V/def2-TZVPD).

Geometry as XYZ:
```
8
Properties=species:S:1:pos:R:3:forces:R:3:lowdin_charge:R:1
C 1.1594 -0.9007 -0.1051 -2.9 -2.7 -0.6 -0.9180
O 2.8442 0.7913 -1.5691 -0.7 -0.6 1.3 -0.4985
O -0.4589 -0.9940 -0.0567 4.9 -2.8 0.4 -0.1754
O 0.6140 1.6099 -0.6336 -1.2 0.3 -0.2 -0.5047
P 1.8153 0.7404 -0.4438 1.5 1.6 0.1 -0.1888
S 2.0302 -2.2981 -0.1030 -0.9 0.3 0.1 0.4309
S 2.4207 0.8128 1.5650 0.1 0.2 -0.7 -0.0867
H -0.5400 -0.0866 -0.1374 -0.9 3.7 -0.4 -0.0587
```
Positions in Å, forces in eV/Å.

The value obtained for the gap between HOMO and LUMO is 5.466 eV. As for the charge: -2. The calculation puts the energy relative to the best compared isomer or geometry (same formula, charge and spin) at 39.5 kcal per mole. As for the structure (SMILES): [O-]P([O-])(=S)C(O)=S. The calculated total energy comes out at -1402.19986 Ha.

(3)
Entry from OMol25: C21H24CuN3O3 as an isolated structure in a non-equilibrium geometry (ωB97M-V/def2-TZVPD).

Geometry as XYZ:
```
52
Properties=species:S:1:pos:R:3:forces:R:3:lowdin_charge:R:1
Cu -0.7093 1.8424 0.0958 -0.3 1.4 -0.2 0.3604
C -5.0306 -0.0922 -2.5486 0.1 0.1 0.0 -0.0207
C -3.5696 0.0822 -2.3082 0.0 -0.1 0.1 -0.3010
C -2.4798 -0.6171 -2.7743 0.0 -0.1 -0.1 0.0169
C -1.3497 0.0043 -2.2039 -0.3 0.0 -0.1 -0.3270
N -1.7293 1.0188 -1.4426 0.1 -0.4 -0.3 0.0036
N -3.0701 1.0512 -1.5125 -0.1 0.0 -0.1 0.0545
C 0.0867 -0.3622 -2.3334 0.0 0.0 0.1 -0.0147
H -5.2401 -1.1199 -2.8355 0.0 0.0 0.0 0.0802
H -5.3785 0.5632 -3.3487 0.0 0.0 0.0 0.0833
H -5.5978 0.1407 -1.6468 0.0 0.0 0.0 0.0802
H -2.4936 -1.4643 -3.4401 0.0 0.0 0.0 0.1100
H -3.5688 1.7663 -1.0097 0.0 0.1 0.0 0.1712
H 0.2951 -0.7642 -3.3241 0.0 0.0 0.0 0.0847
H 0.3483 -1.1170 -1.5886 0.0 0.0 0.0 0.0705
H 0.7161 0.5086 -2.1505 0.0 0.0 0.0 0.0754
C 0.6203 4.5081 0.0368 -0.2 0.2 0.1 -0.1248
C -0.6742 3.7598 0.4219 0.2 0.1 -0.1 -0.4891
O -1.5772 4.4549 0.8791 -0.1 0.0 0.0 -0.1191
H 0.7543 5.4000 0.6593 0.0 0.0 0.0 0.0616
H 0.5218 4.8260 -1.0068 0.0 0.0 0.0 0.0624
H 1.4863 3.8483 0.1075 0.0 0.1 0.0 0.0100
C 2.6430 -2.9472 -0.3126 0.0 -0.2 -0.1 -0.0649
O 2.3256 -1.9533 0.6405 0.0 0.0 0.0 -0.0822
C 2.6804 -0.6734 0.3587 0.0 0.1 0.2 -0.2243
C 3.2058 -0.2679 -0.8579 0.1 0.0 -0.1 -0.0334
C 3.5674 1.0564 -1.0668 -0.1 0.0 0.1 -0.0752
C 3.4141 1.9845 -0.0522 0.1 0.0 -0.1 -0.0925
C 2.9040 1.5818 1.1700 0.0 -0.1 0.2 -0.0189
C 2.5303 0.2650 1.3944 0.2 0.2 -0.5 -0.1823
N 2.1510 -0.1281 2.6914 -0.2 -0.3 0.2 0.1224
C 1.3254 -1.1186 3.0747 -0.1 0.4 -0.1 -0.0011
C 0.1326 -1.5083 2.4906 0.0 -0.1 -0.1 -0.1365
C -0.4987 -2.6994 2.9639 -0.1 -0.1 0.1 -0.0452
C -1.7604 -3.0348 2.5967 0.2 -0.2 0.2 -0.0944
C -2.4885 -2.1686 1.7395 0.2 0.4 -0.2 -0.0575
C -1.9299 -1.0261 1.2551 -0.6 -0.3 -0.2 0.0045
C -0.5830 -0.6560 1.5543 0.7 0.2 0.1 -0.3104
O -0.0413 0.3833 1.0956 0.1 -1.3 0.6 -0.0811
H 2.3208 -3.8902 0.1219 0.0 0.0 0.0 0.0971
H 3.7175 -2.9850 -0.5115 0.0 0.0 0.0 0.1002
H 2.1090 -2.7921 -1.2539 0.0 0.0 0.0 0.0866
H 3.3582 -0.9873 -1.6508 -0.1 0.0 0.0 0.1080
H 3.9700 1.3517 -2.0264 0.0 0.0 0.0 0.1079
H 3.6904 3.0174 -0.2125 0.0 0.0 0.0 0.1056
H 2.7907 2.2973 1.9761 -0.1 0.0 0.0 0.1261
H 2.6491 0.3449 3.4293 0.2 -0.2 0.0 0.1583
H 1.6112 -1.5988 4.0063 -0.1 0.1 0.1 0.1401
H 0.0649 -3.3469 3.6269 0.0 0.0 0.0 0.1132
H -2.2176 -3.9454 2.9590 0.0 0.0 0.0 0.0990
H -3.5084 -2.4167 1.4731 0.0 0.0 0.0 0.1074
H -2.4935 -0.3761 0.6006 0.0 0.1 0.0 0.0951
```
Positions in Å, forces in eV/Å.

The value obtained for the gap between HOMO and LUMO is 4.628 eV. The calculation puts the energy relative to the best compared isomer or geometry (same formula, charge and spin) at 24.9 kcal per mole. The calculated total energy comes out at -2845.00984 Ha.

(4)
Entry from OMol25: C13H20N2O3S as an isolated structure in a non-equilibrium geometry (ωB97M-V/def2-TZVPD).

Geometry as XYZ:
```
39
Properties=species:S:1:pos:R:3:forces:R:3:lowdin_charge:R:1
C -4.2658 -1.2212 -2.1264 1.1 0.8 -0.9 -0.0525
C -4.1620 -2.1476 -1.0003 -10.2 0.8 -3.7 -0.4830
H -4.0047 -3.0888 -1.3138 -0.8 -3.8 -2.2 0.1031
H -5.1986 -2.0680 -0.4693 1.3 -0.6 -0.5 0.1625
O -3.2011 -2.0125 -0.2722 7.9 5.5 10.9 0.0271
C -3.4486 -0.9131 0.7827 -0.5 0.1 -1.3 -0.2686
O -4.4945 -0.3125 1.0089 2.6 -2.6 -1.4 0.1236
C -2.1439 -0.5453 1.3962 -3.2 2.0 3.7 -0.0603
C -1.4585 0.6051 0.7768 4.5 -6.6 0.3 -0.4357
C -1.9061 1.7497 0.5874 -4.3 7.4 -1.0 -0.3889
S -0.8468 3.0154 -0.1553 0.6 -4.2 0.8 1.0104
C 0.2627 1.5770 -0.1640 3.3 -4.2 1.2 -0.4588
N -0.0851 0.2393 0.3783 -2.0 8.1 -1.9 0.1351
N 1.6459 1.7546 -0.5104 -3.9 -1.1 0.3 0.0846
C 2.7228 0.8097 -0.6726 -14.3 -7.0 8.5 -0.4610
O 3.6761 1.2113 -0.9243 16.0 6.6 -5.9 0.1945
C 2.5508 -0.6727 0.1520 -3.2 7.8 1.1 -0.1399
H 2.1014 -0.3814 1.1902 0.4 -0.3 -1.9 0.1568
H 1.8069 -0.8951 -0.5048 -2.4 -2.6 -1.1 0.0679
C 3.7102 -1.3928 0.2784 2.8 -4.0 -5.5 -0.6048
C 3.2622 -2.7348 0.7747 2.4 4.7 6.1 -0.0372
H 4.0274 -3.3263 1.0848 2.4 -2.3 -0.1 0.0437
H 2.9553 -2.4071 1.9310 0.2 -0.8 -2.3 0.1575
H 2.4408 -3.1678 0.4934 -4.4 -2.4 -2.5 0.0254
C 4.2233 -1.6024 -1.4924 3.5 -5.2 8.1 0.0674
H 3.5157 -2.2201 -1.8383 -3.1 -1.2 -2.2 -0.0126
H 5.0791 -2.6432 -1.2074 -1.7 3.7 -1.3 0.1655
H 4.5805 -0.7086 -1.7952 1.1 2.3 -1.6 -0.0065
C 4.7859 -0.8170 1.0707 9.3 -1.8 -15.5 -0.0265
H 5.7482 -1.4950 1.1112 -2.1 1.2 0.1 0.1371
H 5.2071 0.2395 0.4167 -1.2 -3.1 2.2 0.1820
H 4.4973 -0.5573 1.8375 -4.8 4.7 14.2 -0.0708
H 1.8332 2.6086 -0.9559 0.5 1.3 -0.6 0.0969
H -2.9617 2.0110 0.7709 0.7 0.0 0.0 0.1001
H -2.4243 -0.3773 2.5489 0.4 0.4 -2.4 0.1875
H -1.4363 -1.2397 1.5346 2.2 -3.3 -0.4 0.0703
H -4.4536 -0.1861 -2.0713 -0.1 1.5 1.6 0.0723
H -5.1149 -1.4944 -2.6223 -2.0 -1.2 -2.2 0.0544
H -3.3823 -1.2415 -2.7156 0.7 -0.5 -1.0 0.0813
```
Positions in Å, forces in eV/Å.

The value obtained for the gap between HOMO and LUMO is 9.168 eV. The calculation puts the energy relative to the best compared isomer or geometry (same formula, charge and spin) at 322.2 kcal per mole. The calculated total energy comes out at -1240.33963 Ha.